(1)
ORCA calculation (ωB97M-V/def2-TZVPD) on the molecule C3H5ClSi.

XYZ file:
```
10
Properties=species:S:1:pos:R:3
H -1.68 1.10 0.99
H 1.87 0.22 1.05
C -0.67 0.59 1.28
C 0.17 -0.75 -1.33
H 1.02 1.97 -0.78
C 0.01 -1.54 -2.20
H -0.34 1.10 2.15
H -0.18 -2.23 -2.98
Si 0.76 0.61 0.06
Cl -0.96 -1.06 1.76
```

## Properties
Total energy: -866.89617 hartree
Frontier orbital gap: 10.94 eV
Relative energy (zero: lowest compared OMol25 entry of this formula, charge and spin): 1.7152 eV
HOMO energy: -10.293 eV
Maximum force: 0.08030 hartree/bohr

(2)
ORCA calculation (ωB97M-V/def2-TZVPD) on the molecule C2H6O3S2.

XYZ file:
```
13
Properties=species:S:1:pos:R:3
C -1.48 1.56 0.01
O -1.53 -0.74 1.72
O 1.47 1.14 0.33
S 1.19 -0.27 0.66
H -0.48 2.00 0.39
H -2.38 1.66 0.60
H 2.35 -0.90 -1.39
S -1.00 -0.41 0.41
H -1.60 1.58 -0.97
H 0.76 -1.35 -1.39
H 1.83 -2.20 -0.29
O -1.41 -1.33 -0.60
C 1.52 -1.31 -0.77
```

## Properties
Total energy: -1101.78919 hartree
Frontier orbital gap: 9.39 eV
Relative energy (zero: lowest compared OMol25 entry of this formula, charge and spin): 2.3807 eV
HOMO energy: -9.650 eV
Maximum force: 0.11887 hartree/bohr

(3)
ORCA calculation (ωB97M-V/def2-TZVPD) on a structure of composition C23H36N3O2PZr.

XYZ file:
```
66
Properties=species:S:1:pos:R:3
H 3.88 3.89 -1.39
H 0.78 3.59 -4.36
H -3.24 -2.06 3.06
H 0.99 -4.35 1.03
C 1.55 3.09 -3.77
H 5.21 -3.70 0.13
H -1.43 1.01 4.21
C -3.20 -3.07 0.65
H -3.57 -0.58 3.97
C -0.95 0.58 3.33
H -0.06 0.03 3.66
H -3.07 -1.01 0.00
H -1.54 -3.82 3.09
H 2.69 6.14 2.23
C -2.41 -1.90 0.09
N 0.26 4.96 0.39
H -3.91 -2.75 1.43
H -0.53 -2.62 3.94
C 2.33 3.88 -2.87
H -0.73 -4.40 0.55
C -0.56 -3.33 3.11
H 4.40 1.42 -1.65
C 4.68 -2.74 0.00
H 0.42 -3.29 -0.26
H 0.98 6.17 2.89
H 2.12 4.94 -2.78
H -1.07 -1.45 -1.62
H -2.64 0.31 2.05
H -0.64 1.42 2.69
C 2.78 1.04 -3.08
H 2.78 -0.05 -3.06
C -1.83 -2.20 -1.31
C 2.46 1.37 0.21
H 1.59 7.41 1.71
H -2.65 -2.16 -2.03
N -1.89 -0.29 -3.38
H -4.60 1.20 -2.89
O 3.12 0.91 1.05
C -2.77 -1.20 3.55
N 2.49 -2.72 -1.48
H -1.35 -3.18 -1.39
H 0.85 -2.20 1.98
C 3.63 1.88 -2.27
C 1.03 5.54 1.04
O -1.61 1.96 -0.10
C 3.44 -2.79 -0.79
H 5.37 -2.00 -0.49
C 0.14 -3.74 0.70
C -0.13 -2.69 1.80
C -4.05 1.07 -3.84
C -0.65 1.86 -0.75
H 0.18 -4.10 3.33
H -2.18 -1.56 4.40
C -2.74 0.52 -3.54
H -3.78 -3.50 -0.18
H -4.51 0.35 -4.53
P -1.09 -1.23 1.21
C -1.95 -0.34 2.60
H 4.54 -2.22 0.97
C 3.34 3.27 -2.10
H 0.99 1.04 -4.37
Zr 1.48 2.18 -1.73
H -3.95 2.06 -4.32
C 1.63 6.38 2.04
H -2.58 -3.87 1.08
C 1.73 1.65 -3.83
```

## Properties
Total energy: -1599.31469 hartree
Net charge: +4
Frontier orbital gap (spin up / spin down): 3.01 / 3.22 eV
Relative energy (zero: lowest compared OMol25 entry of this formula, charge and spin): 7.3913 eV
HOMO energy (spin up / spin down): -20.134 / -20.264 eV
Maximum force: 0.13679 hartree/bohr

(4)
ORCA calculation (ωB97M-V/def2-TZVPD) on a structure of composition C4H6O5.

XYZ file:
```
15
Properties=species:S:1:pos:R:3
H -2.05 -0.12 -0.90
O 0.20 2.09 0.28
C -0.99 -1.38 0.49
H -0.05 2.29 -2.02
H -0.95 -2.26 -0.14
C 0.12 1.18 -0.49
C 0.58 -0.50 -0.13
O 1.20 -0.43 1.13
O 0.00 1.33 -1.82
H -1.98 0.50 0.84
O 1.10 -1.04 -1.08
H 3.03 -0.27 1.09
H -0.88 -1.59 1.55
C -1.70 -0.25 0.12
O 2.35 0.44 1.09
```

## Properties
Total energy: -531.99450 hartree
Frontier orbital gap (spin up / spin down): 7.61 / 7.61 eV
Relative energy (zero: lowest compared OMol25 entry of this formula, charge and spin): 7.3732 eV
HOMO energy (spin up / spin down): -8.881 / -8.881 eV
Maximum force: 0.11148 hartree/bohr

Repeat the fourth record exactly.
ORCA calculation (ωB97M-V/def2-TZVPD) on a structure of composition C4H6O5.

XYZ file:
```
15
Properties=species:S:1:pos:R:3
H -2.05 -0.12 -0.90
O 0.20 2.09 0.28
C -0.99 -1.38 0.49
H -0.05 2.29 -2.02
H -0.95 -2.26 -0.14
C 0.12 1.18 -0.49
C 0.58 -0.50 -0.13
O 1.20 -0.43 1.13
O 0.00 1.33 -1.82
H -1.98 0.50 0.84
O 1.10 -1.04 -1.08
H 3.03 -0.27 1.09
H -0.88 -1.59 1.55
C -1.70 -0.25 0.12
O 2.35 0.44 1.09
```

## Properties
Total energy: -531.99450 hartree
Frontier orbital gap (spin up / spin down): 7.61 / 7.61 eV
Relative energy (zero: lowest compared OMol25 entry of this formula, charge and spin): 7.3732 eV
HOMO energy (spin up / spin down): -8.881 / -8.881 eV
Maximum force: 0.11148 hartree/bohr